A cluster of 5 separate species, C14H41N3O5 in total. Source: the Open Molecules 2025 dataset; level of theory: the ωB97M-V functional and the def2-TZVPD basis.

Atoms and positions in Å:
O: -2.04 -5.62 -1.03
O: 1.61 2.10 1.98
O: -0.42 0.98 0.34
O: 0.50 3.81 -0.58
O: -3.26 0.25 1.04
N: -0.27 1.99 -2.50
N: 0.83 0.13 4.93
N: 0.24 -3.62 -3.10
C: -0.14 2.39 4.35
C: 0.78 -4.88 -1.05
C: 0.25 4.85 0.34
C: 0.37 -0.18 0.11
C: 0.46 3.47 -4.28
C: 1.82 1.37 3.15
C: -1.84 -6.97 -1.38
C: 0.43 4.27 -1.91
C: -3.23 -1.07 1.56
C: 2.77 2.24 1.21
C: 0.52 1.10 3.85
C: 0.66 3.06 -2.82
C: -1.56 -4.73 -1.98
C: -0.06 -4.82 -2.32
H: -0.81 -7.31 -1.22
H: 2.36 0.42 2.95
H: 0.18 4.40 1.33
H: 1.35 0.67 5.62
H: 0.75 2.64 -4.93
H: 0.67 -5.80 -0.48
H: 1.21 -3.58 -3.38
H: -4.07 -1.19 2.25
H: -1.18 2.15 -2.90
H: -2.32 -1.28 2.14
H: -0.58 3.71 -4.50
H: 3.10 1.25 0.85
H: -0.33 1.83 -1.49
H: 1.00 5.64 0.31
H: 1.39 -0.02 0.47
H: -0.03 -0.07 5.44
H: -2.52 0.34 0.43
H: 0.47 -0.45 -0.94
H: 1.16 5.07 -2.09
H: -3.34 -1.79 0.75
H: -1.79 -3.70 -1.70
H: -0.72 5.32 0.12
H: 2.58 2.89 0.36
H: 0.31 2.77 5.27
H: 0.17 1.66 0.69
H: 3.61 2.64 1.79
H: 1.13 4.29 -4.55
H: -0.14 0.62 3.12
H: 1.69 2.70 -2.73
H: 0.04 -5.68 -3.00
H: -1.21 2.24 4.42
H: 0.02 -2.78 -2.57
H: -2.11 -7.15 -2.42
H: -0.58 4.66 -2.13
H: 0.34 -4.11 -0.40
H: 1.84 -4.72 -1.21
H: -2.12 -4.81 -2.93
H: -2.46 -7.60 -0.75
H: 2.55 1.86 3.83
H: -0.01 -1.03 0.68
H: 0.02 3.16 3.59

SMILES: COC[C@H](C)N.COC[C@H](C)N.COC[C@H](C)N.CO.CO
Molecular weight: 331.5 g mol⁻¹
Total energy: -29888.3839 eV

=====

A cluster of 7 separate species, C14H42O14 in total. Source: the Open Molecules 2025 dataset; level of theory: the ωB97M-V functional and the def2-TZVPD basis.

Atoms and positions in Å:
O: 5.84 7.25 -2.67
O: -0.74 -7.59 -5.77
O: 3.84 -3.77 -0.82
O: -2.01 1.31 -1.19
O: -1.06 -9.58 -7.70
O: -1.08 1.48 6.46
O: -0.07 -8.76 5.85
O: -1.81 -1.52 -1.77
O: 4.61 -2.35 -3.30
O: -0.02 -6.15 6.74
O: -3.90 11.15 -0.59
O: -3.27 8.20 -1.00
O: 5.71 5.83 -0.28
O: -3.67 3.52 5.82
C: -2.27 3.47 5.38
C: -3.12 0.47 -1.31
C: 5.13 -3.25 -1.11
C: 0.81 -6.43 5.62
C: -2.64 -0.93 -0.81
C: 5.07 -2.04 -2.00
C: -4.57 8.76 -0.74
C: 4.71 5.71 -1.30
C: -1.97 -8.21 -5.95
C: -4.50 10.03 0.10
C: 1.04 -7.98 5.55
C: 4.57 7.02 -2.11
C: -1.84 -9.62 -6.53
C: -1.70 2.04 5.31
H: -5.12 8.98 -1.66
H: -0.94 1.97 4.53
H: 5.67 -3.02 -0.19
H: 3.19 -3.71 -1.52
H: -2.98 8.72 -1.76
H: -2.47 1.29 5.18
H: -1.33 -10.29 -5.84
H: -2.21 2.23 -1.38
H: -1.24 -0.76 -1.87
H: -5.18 8.04 -0.21
H: 1.40 -8.29 4.57
H: 1.74 -5.87 5.72
H: -4.03 9.86 1.06
H: 5.34 -2.37 -3.92
H: 0.33 -9.50 6.32
H: -4.36 11.45 -1.38
H: -2.16 3.98 4.42
H: -3.97 0.81 -0.72
H: 5.06 4.95 -2.00
H: -0.56 2.16 6.89
H: 6.00 -1.49 -2.10
H: -2.48 -7.57 -6.67
H: -3.79 4.34 6.30
H: 5.90 4.92 -0.01
H: 1.81 -8.34 6.24
H: -2.56 -8.14 -5.03
H: 5.57 -4.08 -1.67
H: -3.53 -1.55 -0.69
H: 4.38 7.87 -1.46
H: 6.49 7.43 -2.00
H: -0.92 -6.75 -5.34
H: -5.46 10.30 0.53
H: -0.38 -5.27 6.65
H: 4.39 -1.29 -1.60
H: -2.16 -0.88 0.17
H: -1.69 4.14 6.01
H: -2.80 -10.04 -6.82
H: -3.58 0.38 -2.30
H: 0.32 -6.06 4.72
H: 3.70 7.10 -2.75
H: 3.78 5.38 -0.84
H: -0.28 -9.08 -7.46

SMILES: OCCO.OCCO.OCCO.OCCO.OCCO.OCCO.OCCO
Molecular weight: 434.5 g mol⁻¹
Total energy: -43857.7084 eV

=====

A cluster of 12 separate species, C14H43N11O23P in total. Source: the Open Molecules 2025 dataset; level of theory: the ωB97M-V functional and the def2-TZVPD basis.

Atoms and positions in Å:
P: 1.59 2.11 2.09
O: 2.53 -2.81 2.82
O: -6.08 1.18 -2.51
O: -10.22 2.41 -7.68
O: -5.75 2.16 -4.40
O: 2.93 5.53 1.72
O: 7.66 -1.15 2.26
O: 3.35 4.31 -3.07
O: -0.34 -10.78 0.19
O: -0.94 -5.87 1.89
O: 0.47 -2.29 -2.08
O: -2.27 0.99 -1.01
O: 2.58 -0.99 3.95
O: 1.39 5.04 -3.58
O: 1.24 -9.32 0.21
O: -5.00 -0.04 3.36
O: -8.81 1.20 -6.59
O: 7.13 -2.75 3.60
O: 3.19 7.49 0.88
O: -1.78 2.59 -2.36
O: 0.95 0.56 2.23
O: 2.06 -0.84 -2.04
O: -2.25 -4.65 0.69
O: -5.48 -1.49 1.85
N: 7.09 -2.19 2.53
N: 0.96 -1.24 -1.74
N: 2.27 4.78 -2.80
N: -4.75 -0.69 2.37
N: -9.10 2.02 -7.43
N: 3.54 6.58 1.59
N: 2.61 -2.21 3.85
N: -1.16 -5.06 1.01
N: -6.46 1.73 -3.52
N: 0.14 -9.72 0.52
N: -2.35 1.56 -2.09
C: -7.93 1.88 -3.69
C: 1.99 5.04 -1.36
C: 0.13 -0.35 -0.87
C: -3.20 0.93 -3.13
C: 4.79 6.75 2.36
C: -0.68 -8.82 1.37
C: 6.28 -2.83 1.46
C: 0.01 -4.53 0.26
C: 3.11 2.20 3.17
C: -7.99 2.61 -8.24
C: 2.75 -2.99 5.11
C: 5.22 0.86 2.56
C: 4.37 2.13 2.21
C: -3.43 -0.47 1.73
H: 2.76 -4.04 4.86
H: 4.06 2.07 1.14
H: -0.14 -8.66 2.29
H: 4.76 0.23 3.34
H: 1.12 4.44 -1.09
H: 4.94 3.07 2.29
H: -1.64 -9.31 1.56
H: -8.29 2.47 -2.85
H: -8.36 0.88 -3.68
H: 5.26 -2.89 1.82
H: -0.13 -4.78 -0.79
H: 3.11 3.13 3.77
H: 1.94 2.25 0.72
H: 1.90 -2.74 5.74
H: -4.23 0.88 -2.73
H: 6.35 -2.22 0.57
H: 2.85 4.76 -0.78
H: -2.88 0.27 2.30
H: 1.54 0.04 2.81
H: 5.47 5.96 2.06
H: -8.00 3.68 -8.07
H: 0.64 3.13 2.37
H: 0.02 -3.45 0.40
H: -8.19 2.37 -9.28
H: 3.06 1.36 3.88
H: 0.91 -4.99 0.66
H: -0.82 -7.90 0.83
H: -2.80 -0.06 -3.32
H: -7.06 2.17 -7.91
H: 3.69 -2.69 5.57
H: 4.54 6.66 3.42
H: 0.67 -0.20 0.05
H: 0.00 0.59 -1.40
H: 5.26 0.23 1.65
H: 6.22 1.12 2.93
H: -0.82 -0.83 -0.69
H: 1.78 6.10 -1.26
H: 6.70 -3.82 1.28
H: -8.12 2.38 -4.63
H: -3.16 1.55 -4.02
H: -2.90 -1.43 1.73
H: 5.21 7.72 2.14
H: -3.60 -0.13 0.71

Molecular weight: 764.5 g mol⁻¹
Total energy: -87949.8451 eV
Total charge: +1

=====

- Look up the total energy of the third one.
  -87949.8451 eV

=====

- Which of these has the highest total energy?
  C14H41N3O5